# 1
{
  "formula": "C5H13N2O2",
  "method": "the ωB97M-V functional and the def2-TZVPD basis",
  "e_tot_ha": -457.80689,
  "e_lumo_ev": [-2.86, -7.43],
  "e_homo_ev": [-7.80, -13.87],
  "e_above_lowest_kcal_mol": 35.0,
  "multiplicity": 3,
  "s_squared": 2.006,
  "charge": 1,
  "symbols": ["C", "C", "C", "C", "C", "N", "N", "O", "O", "H", "H", "H", "H", "H", "H", "H", "H", "H", "H", "H", "H", "H"],
  "xyz": [[0.08782, 1.14906, -1.16095], [0.38163, 1.38597, 0.38210], [0.25571, -0.99043, -0.37899], [-1.69303, -0.51130, -1.73952], [0.70338, -0.10901, 2.34902], [-0.35560, -0.12368, -1.30192], [-0.07959, 0.16553, 1.10052], [-0.46123, -2.06752, -0.10415], [1.58461, -1.11031, -0.29943], [-0.65131, 1.81886, -1.50615], [0.94050, 1.42869, -1.77775], [1.46085, 1.54614, 0.52770], [-0.03212, 2.34934, 0.61588], [-1.55375, -1.26944, -2.48927], [-2.20770, -0.82933, -0.84053], [-1.97906, 0.37843, -2.33400], [0.65217, 0.71282, 3.06444], [0.35209, -0.99641, 2.77699], [1.74937, -0.02701, 2.08372], [-1.08673, 0.12873, 1.22082], [-0.10171, -2.63540, 0.61199], [2.03369, -0.39372, -0.80051]]
}



# 2
{
  "formula": "C16H25NO2",
  "method": "the ωB97M-V functional and the def2-TZVPD basis",
  "e_tot_ha": -829.88666,
  "smiles": "CC(C)Oc1ccc(OCCNC2CCCC2)cc1",
  "e_lumo_ev": 0.93,
  "e_homo_ev": -7.80,
  "e_above_lowest_kcal_mol": 26.1,
  "charge": 0,
  "symbols": ["C", "C", "C", "O", "C", "C", "C", "C", "O", "C", "C", "N", "C", "C", "C", "C", "C", "C", "C", "H", "H", "H", "H", "H", "H", "H", "H", "H", "H", "H", "H", "H", "H", "H", "H", "H", "H", "H", "H", "H", "H", "H", "H", "H"],
  "xyz": [[-6.85433, -0.28716, -0.42874], [-5.45460, -0.75238, -0.03803], [-5.15162, -2.13288, -0.62233], [-4.55801, 0.22468, -0.54559], [-3.28358, 0.30435, -0.07032], [-2.74419, -0.45055, 0.96695], [-1.43567, -0.25099, 1.36198], [-0.62754, 0.69778, 0.74212], [0.63972, 0.81109, 1.24545], [1.56574, 1.67342, 0.62052], [2.14361, 1.06122, -0.67082], [2.84187, -0.19135, -0.46920], [4.17500, -0.08429, 0.09964], [4.68392, -1.46064, 0.54498], [6.19286, -1.37673, 0.35187], [6.31724, -0.65016, -0.98504], [5.19377, 0.39521, -0.96059], [-1.16460, 1.45232, -0.29559], [-2.47291, 1.25359, -0.68943], [-6.92970, -0.22129, -1.51076], [-7.59791, -0.98776, -0.05981], [-7.05068, 0.69563, -0.00866], [-5.38434, -0.78596, 1.05929], [-5.83791, -2.86939, -0.21310], [-5.26570, -2.10367, -1.70331], [-4.13233, -2.43469, -0.39381], [-3.32776, -1.19640, 1.48311], [-1.01727, -0.83236, 2.16881], [1.12508, 2.65677, 0.41936], [2.36137, 1.80064, 1.36018], [1.32263, 0.86327, -1.36703], [2.82534, 1.77972, -1.13035], [2.26587, -0.78875, 0.11775], [4.20320, 0.60195, 0.96401], [4.39685, -1.69601, 1.56926], [4.26678, -2.21780, -0.12050], [6.67114, -2.35518, 0.34483], [6.63862, -0.77887, 1.14903], [6.15040, -1.35776, -1.79757], [7.29822, -0.19745, -1.12408], [5.58577, 1.37790, -0.69822], [4.70584, 0.46923, -1.93096], [-0.58076, 2.20122, -0.80706], [-2.89403, 1.83861, -1.49185]]
}



# 3
{
  "formula": "C17H25AlNO7S2Te",
  "method": "the ωB97M-V functional and the def2-TZVPD basis",
  "e_tot_ha": -2550.98503,
  "e_lumo_ev": -2.57,
  "e_homo_ev": -9.80,
  "e_above_lowest_kcal_mol": 0.0,
  "charge": 1,
  "symbols": ["Al", "C", "O", "C", "C", "O", "C", "C", "O", "C", "H", "H", "H", "H", "H", "H", "H", "H", "H", "H", "H", "H", "H", "H", "S", "C", "C", "N", "C", "H", "H", "H", "O", "S", "O", "O", "O", "C", "Te", "C", "C", "C", "C", "C", "C", "C", "H", "H", "H", "H", "H", "H", "H", "H"],
  "xyz": [[-0.31012, 1.80556, -0.79155], [-0.87580, 1.74630, 2.27318], [0.11486, 1.84438, 1.21958], [1.43028, 1.43321, 1.60114], [2.01856, 0.72012, 0.40289], [1.59884, 1.42738, -0.79556], [2.37915, 2.54683, -1.26844], [1.74250, 3.84633, -0.79120], [0.32235, 3.63939, -0.81418], [-0.46631, 4.78464, -0.41254], [-0.91435, 0.71740, 2.62806], [-1.83176, 2.01367, 1.83717], [-0.60479, 2.42946, 3.07708], [1.38159, 0.74348, 2.44517], [2.00595, 2.31220, 1.90177], [1.60092, -0.27945, 0.28342], [3.10506, 0.66669, 0.43165], [2.35955, 2.47797, -2.35305], [3.40458, 2.44932, -0.91787], [1.99858, 4.66314, -1.46739], [2.03569, 4.11783, 0.22528], [-0.27854, 5.59781, -1.11150], [-0.18262, 5.07351, 0.59907], [-1.50624, 4.47434, -0.44477], [-0.88867, 0.59337, -4.96653], [-1.32088, 2.23675, -4.78390], [-0.91256, 2.68938, -3.57983], [-0.26918, 1.74396, -2.80443], [-0.22031, 0.58364, -3.42691], [-1.84671, 2.77571, -5.55322], [-1.05728, 3.68772, -3.19918], [0.19257, -0.30784, -2.97455], [-3.14466, 0.18155, 0.47928], [-2.43345, 0.59317, -0.68706], [-2.06312, 2.13024, -0.59438], [-0.93287, 0.11493, -0.61473], [-2.97189, 0.30847, -1.98022], [0.13437, -4.83057, -0.56650], [-0.36425, -2.80509, -1.00453], [-0.75782, -2.59391, 1.08014], [-0.39766, -3.91264, 1.71865], [-0.50190, -4.07222, 3.10015], [-0.17093, -5.27354, 3.69995], [0.26907, -6.33601, 2.91830], [0.36949, -6.18624, 1.54722], [0.03841, -4.97771, 0.93467], [1.13565, -5.05914, -0.92633], [-0.56979, -5.48990, -1.07098], [-1.80763, -2.33792, 1.21366], [-0.15724, -1.78007, 1.48804], [-0.85451, -3.24606, 3.70705], [-0.25815, -5.38592, 4.77253], [0.52881, -7.27959, 3.37946], [0.70517, -7.01604, 0.93676]]
}



# 4
{
  "formula": "C17H47F3N4O6",
  "method": "the ωB97M-V functional and the def2-TZVPD basis",
  "e_tot_ha": -1645.79080,
  "e_lumo_ev": 0.42,
  "e_homo_ev": -7.22,
  "e_above_lowest_kcal_mol": 0.0,
  "charge": 0,
  "symbols": ["N", "H", "H", "H", "H", "C", "O", "O", "C", "F", "F", "F", "C", "C", "H", "H", "H", "H", "H", "H", "C", "O", "H", "H", "H", "H", "C", "C", "C", "O", "C", "N", "H", "H", "H", "H", "H", "H", "H", "H", "H", "H", "H", "C", "C", "C", "O", "C", "N", "H", "H", "H", "H", "H", "H", "H", "H", "H", "H", "H", "C", "C", "C", "O", "C", "N", "H", "H", "H", "H", "H", "H", "H", "H", "H", "H", "H"],
  "xyz": [[-0.43303, 0.08687, 0.04947], [-0.43833, 0.04951, -0.95982], [-0.56239, 1.01909, 0.41601], [0.38543, -0.34436, 0.45477], [-1.15835, -0.49427, 0.44479], [2.33996, -2.07138, 1.30350], [3.47709, -1.38893, 1.80409], [1.29609, -1.24265, 1.71344], [2.40085, -2.28046, -0.30278], [3.16285, -3.28002, -0.72166], [1.18892, -2.53299, -0.77766], [2.72993, -1.17406, -0.99199], [4.68198, -2.06068, 2.17870], [5.62758, -0.95733, 2.69676], [5.23187, -0.27731, 3.45114], [6.59580, -1.38234, 2.96139], [5.76499, -0.34902, 1.80280], [5.04982, -2.57187, 1.28905], [4.59002, -2.80421, 2.97042], [2.17504, -2.96474, 1.90584], [3.01263, 1.73745, 1.34804], [3.30129, 3.12754, 1.05481], [1.98656, 1.38666, 1.45865], [3.42250, 1.01366, 0.64362], [3.40169, 1.34746, 2.28859], [2.91427, 3.44771, 0.23670], [-0.75565, 1.83458, 2.99773], [-1.36299, 2.73942, 1.87278], [-2.04979, 4.03871, 2.32091], [-3.21658, 3.83414, 3.08437], [-3.41073, 4.88594, 3.97959], [-0.36631, 2.85798, 0.75900], [-1.49392, 1.48295, 3.71843], [-0.06325, 2.50382, 3.50842], [-0.26691, 0.92429, 2.65045], [-2.20070, 2.14865, 1.50222], [-2.20706, 4.62863, 1.41794], [-1.31357, 4.66653, 2.82283], [-2.50064, 5.00801, 4.56688], [-4.15617, 4.60235, 4.72256], [-3.76027, 5.78592, 3.47365], [0.50598, 3.14815, 1.17735], [-0.57779, 3.67726, 0.20748], [-3.73368, -1.06362, -0.18429], [-3.08627, -2.17127, 0.63968], [-2.40583, -3.31152, -0.06330], [-3.42449, -3.90108, -0.78161], [-2.85983, -4.81495, -1.73129], [-2.16319, -1.53568, 1.66675], [-2.97939, -0.89891, -0.95373], [-3.90256, -0.18952, 0.44461], [-4.76227, -1.21619, -0.51115], [-3.84977, -2.74759, 1.16221], [-1.94971, -4.11766, 0.51130], [-1.64684, -2.80240, -0.65730], [-3.64509, -5.12683, -2.41991], [-2.54364, -5.71801, -1.20917], [-1.92100, -4.56000, -2.22292], [-2.72500, -1.13129, 2.40224], [-1.68202, -2.26104, 2.17901], [1.36497, 0.97780, -2.62573], [-0.09171, 0.73264, -3.07794], [-0.23559, 0.60202, -4.71716], [0.61236, -0.40559, -5.15602], [0.97737, -0.44810, -6.48320], [-0.58066, -0.56309, -2.59428], [1.32376, 1.21567, -1.56281], [1.57685, 1.90704, -3.15461], [1.99449, 0.17117, -3.00143], [-0.72445, 1.55864, -2.75316], [-0.07747, 1.43526, -5.40185], [-1.26229, 0.27087, -4.87317], [0.09042, -0.84304, -6.97865], [1.71485, -1.22758, -6.67457], [1.13651, 0.56644, -6.84852], [-0.00998, -1.33193, -2.91572], [-1.47757, -0.85730, -2.95359]]
}



# 5
{
  "formula": "C15H36KN7O3",
  "method": "the ωB97M-V functional and the def2-TZVPD basis",
  "e_tot_ha": -1802.15457,
  "e_lumo_ev": 0.45,
  "e_homo_ev": -8.45,
  "e_above_lowest_kcal_mol": 5.5,
  "charge": 0,
  "symbols": ["K", "C", "C", "N", "C", "C", "N", "C", "C", "C", "N", "C", "C", "N", "C", "H", "H", "H", "H", "H", "H", "H", "H", "H", "H", "H", "H", "H", "H", "H", "H", "H", "H", "H", "H", "H", "H", "H", "H", "N", "N", "C", "O", "O", "H", "H", "H", "C", "C", "O", "H", "H", "H", "H", "H", "H", "C", "C", "N", "H", "H", "H"],
  "xyz": [[0.24977, -0.29983, 0.52576], [-1.49367, 2.06464, -2.31621], [-2.52298, 1.12535, -1.68288], [-1.97786, -0.14049, -1.20229], [-1.99556, -1.21132, -2.18235], [-1.36033, -2.48151, -1.62792], [0.07410, -2.34867, -1.38411], [0.88740, -2.35550, -2.60253], [1.42320, -0.98493, -3.02748], [2.73957, -0.56087, -2.37146], [2.60061, 0.00358, -1.02763], [2.81483, 1.45069, -0.96098], [1.67104, 2.25384, -1.56681], [0.46846, 2.18288, -0.74857], [-0.66833, 2.89295, -1.32647], [-2.03522, 2.76300, -2.96134], [-0.82853, 1.49831, -2.97588], [-3.33297, 0.94656, -2.40677], [-2.97907, 1.63511, -0.82991], [-2.47477, -0.42509, -0.36367], [-1.44975, -0.88774, -3.07399], [-3.01708, -1.45171, -2.51970], [-1.57924, -3.30772, -2.32168], [-1.84542, -2.72495, -0.67688], [0.38348, -3.08323, -0.76114], [0.30010, -2.77614, -3.43009], [1.73415, -3.03247, -2.45640], [0.66308, -0.22714, -2.82512], [1.58172, -1.00499, -4.11078], [3.23693, 0.16830, -3.02503], [3.40210, -1.43089, -2.32871], [3.24794, -0.44868, -0.39657], [3.74300, 1.74030, -1.47713], [2.91074, 1.72609, 0.09198], [1.44022, 1.87948, -2.56883], [2.01073, 3.29354, -1.70037], [0.68339, 2.56013, 0.17070], [-0.33533, 3.81462, -1.82948], [-1.32000, 3.20571, -0.50598], [-1.36917, 2.77782, 3.78274], [-0.22536, 2.74713, 2.97408], [0.45211, 1.53098, 2.77628], [1.57258, 1.63448, 2.21687], [-0.12333, 0.45812, 3.09126], [-2.04346, 3.41856, 3.38942], [-1.15166, 3.05304, 4.73314], [0.40097, 3.53860, 3.01104], [-1.61188, -2.61041, 2.79914], [-2.75236, -1.63946, 2.54509], [-2.32381, -0.47977, 1.85021], [-1.96588, -3.49433, 3.33333], [-0.83480, -2.13016, 3.39561], [-1.16131, -2.93669, 1.85857], [-3.22550, -1.35995, 3.49270], [-3.52236, -2.10863, 1.92750], [-1.68716, -0.00184, 2.43215], [2.53935, -1.12881, 3.59582], [2.21763, -1.95377, 2.43936], [1.95358, -2.58375, 1.51479], [2.54779, -0.08418, 3.27588], [3.50407, -1.42566, 4.00377], [1.75948, -1.24255, 4.34597]]
}



# 6
{
  "formula": "C10H10N",
  "method": "the ωB97M-V functional and the def2-TZVPD basis",
  "e_tot_ha": -441.59716,
  "smiles": "Cc1ccc2c[nH+]ccc2c1",
  "e_lumo_ev": -4.42,
  "e_homo_ev": -13.10,
  "e_above_lowest_kcal_mol": 0.3,
  "charge": 1,
  "symbols": ["C", "C", "C", "C", "C", "C", "N", "C", "C", "C", "C", "H", "H", "H", "H", "H", "H", "H", "H", "H", "H"],
  "xyz": [[-3.03036, 1.32899, 0.37351], [-1.72555, 0.61075, 0.02272], [-1.66591, -0.07690, -1.22934], [-0.50773, -0.69363, -1.57046], [0.60896, -0.63826, -0.69360], [1.83447, -1.22897, -1.00406], [2.84605, -1.13734, -0.16085], [2.81558, -0.46700, 1.02691], [1.67363, 0.13723, 1.41076], [0.53311, 0.05395, 0.54617], [-0.68049, 0.68707, 0.89711], [-3.04548, 2.23419, -0.25653], [-3.90560, 0.69563, 0.20424], [-2.97118, 1.69192, 1.40641], [-2.50795, -0.12513, -1.91714], [-0.40113, -1.21222, -2.52363], [1.92840, -1.75887, -1.95240], [3.70970, -1.60636, -0.41639], [3.69953, -0.41350, 1.65908], [1.55856, 0.69969, 2.33471], [-0.76660, 1.21876, 1.84277]]
}